Entry 1:
C2HO3P in the gas phase at a distorted geometry. Source: the OMol25 dataset; level of theory: the ωB97M-V functional and the def2-TZVPD basis.

Last column: natural (NBO) charge in e.
Atoms and positions in Å:
C 0.05 -0.30 0.75  0.272
C 0.42 -1.34 1.22  -0.391
O 1.81 -3.39 2.65  -0.969
O -0.02 0.90 0.27  -0.633
O -0.39 -4.67 2.44  -0.907
P 0.44 -3.41 2.19  2.117
H -0.17 0.91 -0.68  0.512

Results
SMILES = O=P(=O)C#CO
Kohn-Sham gap (alpha / beta) = 8.108 / 8.108 eV
F_max = 5.04 eV Å⁻¹

***

Entry 2:
A molecular structure, C2HO4S at a distorted geometry. Source: the OMol25 dataset; level of theory: the ωB97M-V functional and the def2-TZVPD basis.

Last column: natural (NBO) charge in e.
Atoms and positions in Å:
C 0.97 -0.80 -0.66  -0.744
C 0.28 1.41 0.90  1.039
O -1.03 0.09 0.73  -0.906
O 0.49 1.93 -0.16  -0.641
O -1.55 -1.85 -0.97  -0.953
O 0.41 1.52 2.06  -0.619
S -0.67 -0.75 -0.55  1.689
H 1.11 -1.56 -1.36  0.135

Results
net charge = -1
Kohn-Sham gap (alpha / beta) = 8.009 / 8.008 eV
F_max = 3.75 eV Å⁻¹

***

Entry 3:
A molecular structure, C2HO5 at a distorted geometry. Source: the OMol25 dataset; level of theory: the ωB97M-V functional and the def2-TZVPD basis.

Last column: natural (NBO) charge in e.
Atoms and positions in Å:
C 0.63 -0.56 0.07  0.719
C -0.14 0.66 0.59  0.675
O 0.83 -1.59 0.67  -0.599
O 0.95 -0.42 -1.23  -0.720
O -1.62 -0.25 -0.02  -0.574
O -1.24 0.38 1.22  -0.337
O 0.36 1.74 0.40  -0.663
H 0.23 0.03 -1.70  0.499

Results
net charge = -1
Kohn-Sham gap = 8.364 eV
F_max = 2.39 eV Å⁻¹

***

Entry 4:
A molecular structure, C2IN2O2S at a distorted geometry. Source: the OMol25 dataset; level of theory: the ωB97M-V functional and the def2-TZVPD basis.

Last column: natural (NBO) charge in e.
Atoms and positions in Å:
C 0.01 -1.31 0.02  0.925
C 0.63 0.99 -0.37  0.458
N 0.62 -0.38 -0.46  -0.629
N -1.68 0.58 1.09  -1.061
O -0.36 -2.35 0.36  -0.518
O 1.50 1.67 -0.87  -0.600
S -0.73 1.73 0.55  0.437
I -3.30 0.01 -0.16  -0.012

Results
net charge = -1
Kohn-Sham gap = 7.134 eV
F_max = 1.35 eV Å⁻¹

***

Entry 5:
A molecular structure, C2LiO4Tm at a distorted geometry. Source: the OMol25 dataset; level of theory: the ωB97M-V functional and the def2-TZVPD basis.

Last column: Mulliken spin population.
Atoms and positions in Å:
O -0.20 -0.23 0.39  0.085
Li -1.33 -1.89 0.66  0.002
O -1.32 1.46 -0.69  0.005
O -2.35 -0.40 0.05  0.010
C -1.39 0.40 -0.11  0.002
C 1.11 0.01 -0.14  0.227
O 2.02 -0.55 0.48  0.040
Tm 3.46 1.21 -0.65  2.629

Results
net charge = +1
Kohn-Sham gap (alpha / beta) = 7.242 / 5.706 eV
F_max = 4.36 eV Å⁻¹
spin multiplicity = 4

***

Entry 6:
2 unconnected molecules or ions with the total composition C2N2OS at a distorted geometry. Source: the OMol25 dataset; level of theory: the ωB97M-V functional and the def2-TZVPD basis.

Last column: natural (NBO) charge in e.
Atoms and positions in Å:
C -0.69 0.87 0.11  -0.055
C 1.95 -0.75 0.21  0.378
N -0.16 1.90 0.07  -0.235
N 2.84 -0.36 -0.32  -0.419
O -2.60 -0.91 0.35  -0.697
S -1.34 -0.75 -0.41  1.027

Results
Kohn-Sham gap (alpha / beta) = 9.657 / 5.990 eV
F_max = 6.39 eV Å⁻¹

***

Entry 7:
2 unconnected molecules or ions with the total composition C2N2OS2 at a distorted geometry. Source: the OMol25 dataset; level of theory: the ωB97M-V functional and the def2-TZVPD basis.

Last column: natural (NBO) charge in e.
Atoms and positions in Å:
C 0.12 -1.63 -0.73  0.367
C -0.59 1.27 1.11  0.420
N -0.43 -2.62 -1.03  -0.277
N 0.83 -0.65 -0.47  -0.574
O -0.76 0.12 1.07  -0.461
S -0.44 2.81 1.18  0.065
S 1.27 0.70 -1.12  0.459

Results
SMILES = N#CN=S.O=C=S
Kohn-Sham gap (alpha / beta) = 6.720 / 6.703 eV
F_max = 5.53 eV Å⁻¹

***

Entry 8:
2 unconnected molecules or ions with the total composition C2N3O3 at a distorted geometry. Source: the OMol25 dataset; level of theory: the ωB97M-V functional and the def2-TZVPD basis.

Last column: natural (NBO) charge in e.
Atoms and positions in Å:
C 0.04 -0.57 0.93  0.445
C -1.34 0.30 -1.01  0.870
N 0.80 -1.07 1.69  -0.529
N 1.93 0.67 0.01  0.316
N -0.32 0.25 0.06  -0.542
O -2.39 -0.27 -0.71  -0.724
O -0.90 0.85 -2.04  -0.754
O 2.28 -0.04 0.83  -0.082

Results
net charge = -1
Kohn-Sham gap (alpha / beta) = 7.298 / 7.296 eV
F_max = 2.77 eV Å⁻¹

***

Entry 9:
A gas-phase ion, C2N3O5 (charge -1) at a distorted geometry. Source: the OMol25 dataset; level of theory: the ωB97M-V functional and the def2-TZVPD basis.

Last column: natural (NBO) charge in e.
Atoms and positions in Å:
C -1.21 0.74 0.71  0.414
C 0.15 -0.04 -1.25  0.858
N -1.51 0.99 1.79  -0.427
N -1.05 0.41 -0.54  -0.311
N 1.17 -0.88 0.75  0.740
O 0.23 -0.95 -2.04  -0.708
O -0.27 1.26 -1.43  -0.379
O 1.29 0.02 -0.23  -0.389
O 2.14 -0.99 1.44  -0.407
O 0.12 -1.45 0.87  -0.391

Results
net charge = -1
SMILES = N#CN1O[C@@]1([O-])O[N+](=O)[O-]
Kohn-Sham gap = 9.726 eV
F_max = 2.30 eV Å⁻¹

***

Entry 10:
C2N4O2 in the gas phase at a distorted geometry. Source: the OMol25 dataset; level of theory: the ωB97M-V functional and the def2-TZVPD basis.

Last column: natural (NBO) charge in e.
Atoms and positions in Å:
C 0.78 1.21 -0.03  0.387
C 0.84 -1.05 0.04  0.388
N 1.45 2.13 0.10  -0.243
N 1.41 -1.99 -0.10  -0.242
N 0.09 0.06 0.11  -0.444
N -1.45 -0.07 -0.02  0.697
O -2.10 0.92 -0.18  -0.282
O -1.72 -1.19 0.08  -0.260

Results
SMILES = N#CN(C#N)[N+](=O)[O-]
Kohn-Sham gap = 10.562 eV
F_max = 4.93 eV Å⁻¹

***

Entry 11:
A gas-phase ion, C2NO3 (charge -1) at a distorted geometry. Source: the OMol25 dataset; level of theory: the ωB97M-V functional and the def2-TZVPD basis.

Last column: natural (NBO) charge in e.
Atoms and positions in Å:
N -0.25 2.20 0.23  -0.533
C -0.61 1.14 -0.07  0.580
O -0.75 0.00 -0.59  -0.558
C 0.31 -0.91 0.00  0.938
O 1.26 -1.16 -0.69  -0.714
O 0.04 -1.27 1.11  -0.712

Results
net charge = -1
SMILES = N#COC(=O)[O-]
Kohn-Sham gap = 9.379 eV
F_max = 2.80 eV Å⁻¹

***

Entry 12:
2 unconnected molecules or ions with the total composition C2NOS2 at a distorted geometry. Source: the OMol25 dataset; level of theory: the ωB97M-V functional and the def2-TZVPD basis.

Last column: natural (NBO) charge in e.
Atoms and positions in Å:
C -0.94 1.53 -0.06  0.080
C 0.93 -1.20 0.17  0.500
N -0.70 2.51 0.49  -0.540
O 1.03 -0.52 1.08  -0.459
S 0.98 -2.39 -0.88  -0.127
S -1.29 0.07 -0.80  -0.455

Results
net charge = -1
Kohn-Sham gap = 6.908 eV
F_max = 1.91 eV Å⁻¹

***

Entry 13:
A molecular structure, C2O6Sr at a distorted geometry. Source: the OMol25 dataset; level of theory: the ωB97M-V functional and the def2-TZVPD basis.

Last column: Mulliken charge in e.
Atoms and positions in Å:
Sr 3.82 7.23 5.03  1.295
C 4.00 9.16 7.02  -0.225
O 3.01 1.95 6.43  -0.650
O 3.04 9.83 4.52  -0.734
O 2.47 11.29 6.22  -0.617
C 2.51 3.93 4.07  0.554
O 2.22 3.16 3.06  -0.436
O 2.71 6.96 2.64  -0.987
O 2.89 4.24 5.04  -0.200

Results
net charge = -2
Kohn-Sham gap = 2.716 eV
F_max = 16.07 eV Å⁻¹

***

Entry 14:
24 unconnected molecules or ions with the total composition C30H108FN3O29P3S at a distorted geometry. Source: the OMol25 dataset; level of theory: the ωB97M-V functional and the def2-TZVPD basis.

Last column: Mulliken charge in e.
Atoms and positions in Å:
C -0.39 -1.40 2.90  -1.195
C -0.21 -1.50 1.60  -0.803
C -0.92 -0.64 0.55  1.024
P -2.75 -0.47 1.06  0.092
C -3.32 -2.13 1.70  -0.319
O -3.67 -0.07 -0.31  -0.663
N -0.83 -1.28 -0.80  0.021
C 0.55 -1.38 -1.14  -0.235
N 0.96 -2.39 -1.84  0.131
P 2.68 -2.57 -2.32  -0.213
P 3.19 -0.94 -3.68  0.977
O 4.21 -1.31 -4.65  -0.492
O 1.90 -0.29 -4.41  -0.433
O 3.86 0.26 -2.77  -0.378
N 1.51 -0.44 -0.71  0.479
C 0.84 0.86 -0.67  -1.383
C -0.34 0.82 0.35  0.807
S 0.12 1.68 1.87  1.221
O -0.92 1.69 2.82  -0.601
O 1.34 1.06 2.32  -0.444
F 0.44 3.18 1.43  -0.224
H 0.37 -1.84 3.55  0.270
H -1.24 -0.88 3.36  0.287
H 0.48 -2.30 1.29  0.418
H -4.32 -2.34 1.32  0.269
H -3.29 -2.03 2.79  -0.169
H -2.61 -2.94 1.44  0.424
H -3.88 -0.90 -0.79  0.255
H -1.24 -0.59 -1.44  0.439
H 0.26 -3.09 -2.11  0.293
H 3.37 -2.28 -1.11  0.061
H 1.97 0.69 -4.31  0.274
H 4.78 0.01 -2.59  0.285
H 1.86 -0.70 0.22  0.043
H 0.39 1.11 -1.65  0.196
H 1.55 1.67 -0.46  0.485
H -1.15 1.44 -0.12  -0.230
C -2.56 -3.48 -3.09  -0.215
O -1.78 -4.33 -2.24  -0.550
H -2.02 -2.54 -3.22  0.127
H -2.70 -3.95 -4.06  0.354
H -3.53 -3.27 -2.63  -0.002
H -2.27 -5.16 -2.13  0.272
C -2.64 -3.70 5.03  -0.549
O -2.11 -4.42 3.91  -0.414
H -2.87 -2.69 4.71  0.129
H -3.55 -4.19 5.37  0.341
H -1.91 -3.67 5.83  0.336
H -1.91 -5.31 4.21  0.244
C 5.19 0.80 2.09  0.180
O 4.45 -0.26 1.49  -0.541
H 6.25 0.58 2.01  -0.326
H 4.98 1.74 1.57  0.171
H 4.92 0.89 3.14  0.235
H 3.52 -0.04 1.57  0.209
C 7.02 2.34 5.56  -0.583
O 7.47 1.60 4.42  -0.517
H 6.82 3.36 5.25  0.221
H 6.11 1.89 5.95  0.261
H 7.79 2.34 6.34  0.281
H 7.65 0.70 4.72  0.285
C 5.44 -3.07 -7.41  -0.274
O 4.04 -3.35 -7.37  -0.535
H 5.82 -3.35 -8.40  0.210
H 5.61 -2.01 -7.25  0.034
H 5.96 -3.66 -6.65  0.265
H 3.74 -3.10 -6.49  0.282
C 9.03 -0.33 1.79  -0.482
O 8.26 -1.39 1.21  -0.553
H 10.08 -0.56 1.68  0.315
H 8.81 0.61 1.28  0.241
H 8.79 -0.24 2.85  0.164
H 7.33 -1.16 1.32  0.326
C 3.57 2.61 -6.06  0.041
O 4.40 1.58 -6.58  -0.434
H 3.70 3.50 -6.68  -0.020
H 2.52 2.30 -6.10  0.141
H 3.86 2.84 -5.03  0.088
H 4.26 0.80 -6.02  0.203
C -5.33 -5.34 0.92  -0.551
O -4.82 -4.26 0.15  -0.204
H -6.18 -4.99 1.50  0.302
H -5.66 -6.15 0.25  0.316
H -4.56 -5.71 1.59  0.053
H -4.07 -4.60 -0.36  0.108
C 3.68 6.75 -7.74  -0.576
O 3.05 5.48 -7.87  -0.496
H 3.34 7.20 -6.81  0.227
H 4.76 6.63 -7.71  0.262
H 3.40 7.40 -8.57  0.284
H 3.36 5.10 -8.70  0.285
C -2.57 -8.12 1.44  -0.604
O -2.54 -7.20 0.35  -0.405
H -3.44 -7.90 2.05  0.204
H -2.64 -9.15 1.06  0.304
H -1.67 -8.02 2.05  0.269
H -1.76 -7.41 -0.18  0.257
C -7.62 -0.61 0.20  -0.451
O -7.01 0.54 0.79  -0.576
H -8.63 -0.71 0.60  0.354
H -7.67 -0.48 -0.88  0.182
H -7.04 -1.50 0.45  0.181
H -6.13 0.60 0.42  0.258
C -6.62 0.91 4.49  -0.629
O -6.57 -0.18 3.56  -0.394
H -6.05 0.63 5.37  0.199
H -6.18 1.80 4.04  0.277
H -7.65 1.10 4.78  0.321
H -7.08 0.09 2.78  0.263
C -7.01 -1.68 -3.70  -0.657
O -6.23 -2.53 -2.86  -0.326
H -6.47 -0.74 -3.84  0.211
H -7.15 -2.15 -4.68  0.282
H -7.97 -1.48 -3.24  0.285
H -6.71 -3.35 -2.75  0.241
C 7.25 -0.61 -10.36  -0.439
O 7.58 0.10 -9.17  -0.461
H 8.11 -0.57 -11.03  0.249
H 7.02 -1.65 -10.13  0.152
H 6.40 -0.14 -10.86  0.251
H 6.81 0.06 -8.59  0.262
C -3.21 3.36 -1.57  -0.811
O -2.49 2.47 -0.72  -0.369
H -2.62 4.26 -1.71  0.302
H -3.39 2.89 -2.54  0.338
H -4.17 3.62 -1.11  0.304
H -3.04 1.68 -0.61  0.259
C 3.16 3.37 5.35  -0.391
O 3.92 2.48 6.15  -0.480
H 3.73 4.28 5.20  0.287
H 2.97 2.90 4.38  0.053
H 2.22 3.61 5.84  0.271
H 3.40 1.68 6.27  0.273
C 11.12 1.09 5.87  -0.567
O 10.61 0.96 4.55  -0.465
H 12.18 0.85 5.86  0.245
H 10.99 2.12 6.22  0.254
H 10.60 0.40 6.54  0.242
H 9.67 1.17 4.57  0.320
C -9.47 2.45 7.24  -0.546
O -8.60 1.42 6.80  -0.425
H -9.32 3.33 6.62  0.277
H -10.51 2.13 7.16  0.280
H -9.25 2.71 8.28  0.140
H -8.76 0.66 7.38  0.241
C -9.38 0.81 10.82  -0.518
O -8.85 0.08 9.72  -0.424
H -9.60 1.83 10.49  0.176
H -10.30 0.35 11.18  0.272
H -8.65 0.85 11.63  0.258
H -8.67 -0.81 10.03  0.262
C -6.11 -2.99 7.14  -0.430
O -5.23 -4.02 6.69  -0.484
H -5.96 -2.11 6.52  0.094
H -7.15 -3.32 7.05  0.260
H -5.89 -2.74 8.18  0.287
H -5.38 -4.79 7.26  0.261
C 3.36 4.72 -1.59  -0.645
O 2.48 3.64 -1.92  -0.339
H 2.76 5.62 -1.47  0.244
H 3.88 4.51 -0.65  0.241
H 4.08 4.87 -2.39  0.290
H 3.03 2.85 -2.02  0.166
C 5.55 3.04 -9.22  0.125
O 5.51 4.00 -10.28  -0.558
H 4.72 3.24 -8.55  -0.300
H 5.44 2.03 -9.63  0.102
H 6.49 3.12 -8.68  0.316
H 6.25 3.81 -10.87  0.293
C -3.08 5.22 -4.66  -0.558
O -3.73 3.96 -4.79  -0.485
H -3.46 5.72 -3.77  0.219
H -2.00 5.08 -4.55  0.250
H -3.29 5.84 -5.53  0.310
H -3.38 3.54 -5.58  0.285

Results
net charge = +1
Kohn-Sham gap = 6.965 eV
F_max = 2.81 eV Å⁻¹

***

Entry 15:
A molecular structure, C30H12F7LiN4Sb. Source: the OMol25 dataset; level of theory: the ωB97M-V functional and the def2-TZVPD basis.

Last column: natural (NBO) charge in e.
Atoms and positions in Å:
Li -0.18 0.37 -0.81  0.868
F 4.64 6.30 0.08  -0.305
C 3.58 5.51 0.25  0.417
C 2.36 5.91 -0.28  -0.262
C 1.26 5.09 -0.10  -0.210
C 1.38 3.88 0.59  -0.375
C 2.62 3.51 1.11  -0.209
C 3.73 4.33 0.94  -0.277
Sb -0.31 2.61 0.79  0.998
C -0.98 2.89 -1.24  -0.384
C -0.17 2.39 -2.26  -0.303
C -0.52 2.53 -3.60  -0.262
C -1.70 3.17 -3.90  0.418
F -2.05 3.31 -5.18  -0.301
C -2.54 3.67 -2.92  -0.249
C -2.17 3.52 -1.59  -0.210
C -1.66 3.88 1.81  -0.361
C -1.21 5.08 2.37  -0.204
C -2.10 5.91 3.04  -0.268
C -3.42 5.52 3.13  0.425
F -4.28 6.32 3.77  -0.305
C -3.89 4.34 2.60  -0.273
C -3.00 3.51 1.93  -0.214
H 2.29 6.85 -0.81  0.244
H 0.31 5.39 -0.52  0.227
H 2.73 2.58 1.66  0.216
H 4.71 4.06 1.33  0.244
H 0.81 1.96 -2.03  0.200
H 0.12 2.17 -4.40  0.246
H -3.45 4.17 -3.20  0.249
H -2.82 3.92 -0.82  0.236
H -0.17 5.37 2.29  0.232
H -1.78 6.84 3.49  0.245
H -4.94 4.07 2.70  0.245
H -3.35 2.58 1.52  0.217
F 4.29 -4.85 -1.35  -0.257
C 4.51 -3.58 -1.03  0.328
C 5.77 -3.20 -0.76  0.382
F 6.73 -4.09 -0.82  -0.250
C 6.11 -1.83 -0.41  -0.087
C 4.99 -0.91 -0.40  0.377
C 3.74 -1.30 -0.68  0.352
F 2.77 -0.38 -0.64  -0.305
C 3.39 -2.66 -1.00  -0.009
C 2.11 -3.06 -1.26  -0.261
C 1.02 -2.13 -1.23  0.423
N 0.11 -1.44 -1.24  -0.462
C 1.71 -4.40 -1.56  0.241
N 1.30 -5.45 -1.79  -0.183
F 5.20 0.36 -0.11  -0.259
C 7.38 -1.45 -0.10  -0.101
C 7.73 -0.10 0.26  0.225
N 8.05 0.95 0.58  -0.171
C 8.50 -2.34 -0.10  0.217
N 9.44 -3.00 -0.05  -0.153

Results
net charge = +1
Kohn-Sham gap = 5.486 eV
F_max = 0.54 eV Å⁻¹

***

Number 1: calculated total energy -643.73425 a.u.. Number 2: calculated total energy -775.89958 a.u.. Number 3: calculated total energy -452.96587 a.u.. Number 4: calculated total energy -1032.13631 a.u.. Number 5: calculated total energy -1469.57554 a.u.. Number 6: calculated total energy -658.92832 a.u.. Number 7: calculated total energy -1057.24390 a.u.. Number 8: calculated total energy -466.13487 a.u.. Number 9: calculated total energy -616.52928 a.u.. Number 10: calculated total energy -445.51757 a.u.. Number 11: calculated total energy -356.75843 a.u.. Number 12: calculated total energy -1002.67082 a.u.. Number 13: calculated total energy -557.46577 a.u.. Number 14: calculated total energy -5075.52987 a.u.. Number 15: calculated total energy -2315.94009 a.u..